# C38H98N6O10

A cluster of 10 separate species, C38H98N6O10 in total (ωB97M-V with the def2-TZVPD basis set, the OMol25 dataset).

Each line ends with the Löwdin charge.
Element x y z (Å)
O1 -3.769 7.312 -2.006  -0.201
O2 -3.494 -4.349 -1.976  -0.174
O3 -2.902 0.542 -3.603  -0.192
O4 2.823 2.348 -4.984  -0.176
O5 -1.246 -6.029 -1.715  -0.148
O6 -2.186 -5.011 3.918  -0.116
O7 -4.795 -1.246 1.392  -0.137
O8 3.206 -1.995 2.533  -0.022
O9 -3.024 0.082 -0.611  -0.043
O10 2.329 2.754 3.502  -0.193
N1 -4.390 -1.780 -2.817  0.066
N2 2.601 -0.053 -3.063  0.057
N3 -2.082 -0.057 0.441  -0.081
N4 0.660 3.316 6.742  0.033
N5 -0.315 6.137 -1.383  0.039
N6 4.333 -2.402 1.759  -0.097
C1 1.496 2.714 -5.285  -0.108
C2 -0.372 -1.202 -1.102  -0.012
C3 -4.257 7.022 -3.314  -0.090
C4 -1.764 6.017 -1.542  -0.445
C5 5.220 -0.180 1.010  -0.017
C6 6.680 -2.211 1.376  -0.143
C7 -1.796 -5.761 5.032  -0.184
C8 -2.018 -2.489 0.185  -0.012
C9 -0.540 1.085 1.971  -0.125
C10 1.243 1.181 5.779  -0.064
C11 -3.691 -0.126 -4.538  -0.230
C12 -1.169 -1.192 0.213  -0.476
C13 -0.872 1.987 -0.383  -0.006
C14 -4.887 -2.204 -5.152  -0.055
C15 -3.189 1.920 -3.541  -0.098
C16 -2.479 5.393 -0.340  -0.044
C17 0.504 0.020 1.652  -0.161
C18 1.474 3.288 4.492  -0.231
C19 -2.690 2.100 1.342  -0.030
C20 3.602 3.359 3.489  -0.107
C21 -4.669 -1.372 2.795  -0.156
C22 3.965 -3.086 0.526  -0.507
C23 3.015 -4.239 0.872  -0.031
C24 -2.355 7.341 -1.941  -0.219
C25 5.239 -3.739 -0.056  -0.125
C26 5.659 -1.068 3.306  -0.035
C27 2.660 1.582 -1.316  -0.071
C28 5.429 -1.464 1.858  -0.522
C29 3.138 2.324 -3.615  -0.217
C30 -3.879 -1.587 -4.179  -0.409
C31 -4.493 -5.222 -2.493  -0.136
C32 -0.243 -1.288 1.419  -0.127
C33 -1.530 1.263 0.818  -0.475
C34 2.301 1.375 -2.764  -0.429
C35 -1.744 -6.916 -0.723  -0.162
C36 1.637 2.641 5.852  -0.432
C37 3.343 -2.166 -0.534  -0.032
C38 6.540 -2.915 0.036  -0.166
H1 0.211 1.064 5.443  0.081
H2 0.441 3.214 4.139  0.119
H3 2.806 -4.852 -0.002  0.095
H4 0.522 2.775 7.587  0.065
H5 1.574 4.388 4.546  0.124
H6 4.223 3.168 4.368  0.087
H7 3.109 3.339 -3.181  0.129
H8 -5.334 -1.437 -2.688  0.105
H9 -2.507 0.338 -1.393  0.061
H10 -2.344 3.095 1.635  0.083
H11 -1.979 -6.362 0.191  0.075
H12 -0.727 -5.984 5.074  0.077
H13 4.155 0.063 1.026  0.070
H14 -4.163 2.132 -3.086  0.102
H15 -3.778 -1.299 -2.166  0.053
H16 -1.898 -5.322 -1.835  0.019
H17 -4.270 -0.455 3.251  0.067
H18 5.046 -3.844 -1.131  0.119
H19 -3.524 2.208 0.648  0.085
H20 1.110 0.297 0.789  0.079
H21 -0.107 6.664 -0.542  0.072
H22 -2.401 2.392 -2.953  0.070
H23 -1.048 -1.205 -1.961  0.087
H24 -2.068 8.093 -1.193  0.132
H25 1.207 -0.143 2.474  0.104
H26 1.234 1.475 -2.958  0.113
H27 -3.739 -3.457 -2.294  0.023
H28 3.501 4.434 3.298  0.088
H29 5.725 0.667 1.476  0.075
H30 2.838 -2.831 2.834  0.089
H31 2.660 2.710 6.239  0.133
H32 2.253 2.534 -0.945  0.081
H33 3.735 1.710 -1.166  0.086
H34 6.672 -2.251 -0.814  0.103
H35 -0.831 -1.547 2.304  0.122
H36 -0.152 2.721 -0.016  0.088
H37 -0.954 -7.628 -0.504  0.073
H38 -2.064 -5.298 5.991  0.074
H39 3.570 -0.236 -2.805  0.061
H40 4.124 2.945 2.623  0.081
H41 -4.005 -0.862 0.992  0.019
H42 -3.964 7.807 -4.013  0.086
H43 1.931 0.582 5.183  0.074
H44 -4.592 -1.967 -6.177  0.081
H45 -2.665 4.329 -0.469  0.037
H46 -2.194 -2.883 1.184  0.080
H47 2.259 0.805 -0.674  0.037
H48 2.051 -3.826 1.189  0.067
H49 -1.662 2.591 -0.841  0.046
H50 4.098 -1.687 -1.156  0.063
H51 7.308 -3.693 0.019  0.109
H52 -5.337 6.968 -3.216  0.088
H53 -3.177 2.389 -4.534  0.094
H54 -2.337 -6.713 5.029  0.076
H55 0.765 1.972 -4.937  0.077
H56 -2.946 -2.379 -0.371  0.059
H57 4.718 -0.719 3.735  0.075
H58 -3.346 -0.006 -5.577  0.133
H59 0.025 2.017 2.074  0.106
H60 1.039 4.217 7.011  0.069
H61 -0.451 1.353 -1.152  0.056
H62 -5.671 -1.612 3.129  0.077
H63 2.651 -2.689 -1.197  0.086
H64 -2.647 -7.401 -1.100  0.064
H65 6.384 -0.261 3.391  0.084
H66 6.985 -2.923 2.144  0.118
H67 -4.490 -6.165 -1.950  0.069
H68 -2.959 -2.172 -4.269  0.147
H69 -1.454 -4.638 3.425  0.066
H70 5.553 -0.312 -0.017  0.070
H71 -3.915 -2.126 3.058  0.066
H72 1.404 2.751 -6.367  0.089
H73 -1.821 5.502 0.527  0.078
H74 -4.712 0.294 -4.605  0.132
H75 5.988 -1.911 3.915  0.087
H76 -1.872 5.285 -2.356  0.127
H77 0.439 -2.123 1.221  0.106
H78 4.176 1.995 -3.531  0.130
H79 7.463 -1.447 1.288  0.125
H80 -1.494 -3.251 -0.399  0.078
H81 -5.499 -4.827 -2.304  0.082
H82 3.451 -4.820 1.685  0.093
H83 -1.954 7.729 -2.885  0.124
H84 2.768 -1.373 -0.048  0.061
H85 5.328 -4.761 0.312  0.112
H86 1.222 3.679 -4.839  0.093
H87 -3.109 1.657 2.249  0.081
H88 0.263 -2.087 -1.146  0.083
H89 0.352 -0.394 -1.215  0.045
H90 -4.950 -3.286 -5.069  0.069
H91 -4.345 -5.345 -3.567  0.076
H92 -3.459 5.820 -0.130  0.080
H93 2.657 -0.145 -4.080  0.076
H94 0.102 5.219 -1.332  0.057
H95 1.260 0.713 6.773  0.077
H96 -0.938 0.840 2.956  0.122
H97 -5.878 -1.783 -4.963  0.083
H98 -3.879 6.046 -3.637  0.081

Results
Total energy: -70405.1927 eV
HOMO-LUMO gap: 8.46 eV